[1]
The following is a DFT calculation (the ωB97M-V functional and the def2-TZVPD basis) of a structure of composition CH3Br2N in a non-equilibrium geometry.

```
7
Properties=species:S:1:pos:R:3
C -0.6497 0.0448 -0.0456
N 0.5950 -0.1659 -0.6731
Br 1.7518 1.5456 0.0800
Br 1.2722 -1.6498 0.0391
H -1.3892 0.7849 -0.4882
H -1.1674 -0.9175 0.0272
H -0.4128 0.3579 1.0606
```

For the energy above the lowest of the compared OMol25 structures with the same formula, charge and spin, the calculation gives 1.5219 eV.


[2]
The following is a DFT calculation (the ωB97M-V functional and the def2-TZVPD basis) of a structure of composition C4H3Cl2F in a non-equilibrium geometry.

```
10
Properties=species:S:1:pos:R:3
C 0.0955 -1.0095 -0.9881
C 0.1143 -0.3458 0.4556
C -0.1099 1.0969 0.6397
C -0.2707 2.2705 1.0788
H 1.2587 -0.6501 0.4867
H -0.3098 -1.0461 1.2219
H -0.9329 3.1375 1.7825
F 0.7645 -2.2485 -0.8224
Cl -1.5192 -1.1995 -1.7246
Cl 0.9095 -0.0055 -2.1301
```

For the energy above the lowest of the compared OMol25 structures with the same formula, charge and spin, the calculation gives 2.4042 eV.


[3]
The following is a DFT calculation (the ωB97M-V functional and the def2-TZVPD basis) of a cluster of 7 separate species, C29H40F6NO23PS2 in total in a non-equilibrium geometry.

```
102
Properties=species:S:1:pos:R:3
C -3.1392 -0.9545 -4.2256
C -2.4738 0.2909 -3.5955
N -1.0097 0.2979 -3.7419
C -0.4078 -1.0069 -3.4489
C -0.7960 -1.6048 -2.0681
C -0.4080 1.3682 -3.1089
S -1.1964 2.6902 -2.5603
S 1.4031 1.4793 -3.0003
C 1.9242 0.3559 -1.6747
C 1.1714 0.5471 -0.3549
C 1.9642 1.4363 0.5871
O 1.2880 1.6610 1.8427
P 0.0374 2.6087 1.8369
O -0.1388 3.4534 0.6558
O 0.2452 3.4981 3.1398
O -1.2015 1.6772 2.1565
C -2.2744 1.7098 1.1793
C -3.1696 0.5937 1.5878
C -4.2657 0.2865 0.6053
O -3.0452 -0.5534 0.8461
H -3.2715 -1.6997 -3.4419
H -2.5125 -1.4018 -4.9930
H -4.0993 -0.6914 -4.6478
H -2.7772 0.3174 -2.5497
H -2.8941 1.1437 -4.1145
H 0.6731 -0.9627 -3.4895
H -0.6753 -1.7470 -4.1960
H -1.3412 -2.5323 -2.2180
H 0.0978 -1.8598 -1.5081
H -1.3562 -0.9085 -1.4481
H 2.9709 0.5998 -1.4945
H 1.9130 -0.6894 -1.9737
H 1.0846 -0.4141 0.1604
H 0.1535 0.9068 -0.4925
H 2.2181 2.3951 0.1386
H 2.9060 0.9390 0.7780
H 0.2378 4.4075 2.8186
H -1.9461 1.4497 0.1762
H -2.8364 2.6379 1.2162
H -3.4065 0.5159 2.6413
H -4.1353 0.5697 -0.4287
H -4.9307 -0.4963 0.9414
O 2.1518 -2.7611 -2.3728
C 3.0772 -3.1867 -1.7666
O 3.1804 -4.4514 -1.3033
C 4.4909 -4.6108 -0.7467
C 4.8678 -3.1831 -0.4262
F 6.1979 -2.9658 -0.5565
O 4.1764 -2.4563 -1.4285
H 5.1549 -5.0452 -1.4948
H 4.4659 -5.2542 0.1284
H 4.5442 -2.8386 0.5576
O 1.0692 -3.3130 5.5150
C 0.2963 -2.4469 5.2857
O -0.4884 -2.3777 4.1857
C -1.3730 -1.2585 4.3448
C -0.6147 -0.4034 5.3239
F -1.4403 0.2988 6.1371
O 0.0889 -1.3617 6.0959
H -2.3282 -1.6025 4.7441
H -1.5434 -0.7549 3.3973
H 0.0992 0.2799 4.8573
O -5.2241 -0.9073 4.6070
C -6.2285 -1.3655 4.1802
O -7.4391 -1.2429 4.7740
C -8.4235 -1.7735 3.8820
C -7.5990 -2.7062 3.0295
F -8.0699 -2.7814 1.7623
O -6.3282 -2.0734 3.0181
H -8.8556 -0.9641 3.2922
H -9.2137 -2.2798 4.4296
H -7.4935 -3.7143 3.4335
O -4.3040 0.0866 -6.8749
C -3.3715 0.2846 -7.5741
O -3.0459 -0.4536 -8.6642
C -1.9371 0.1829 -9.3086
C -1.3311 0.9802 -8.1760
F -0.7702 2.1326 -8.6134
O -2.4631 1.2829 -7.3819
H -2.3016 0.8307 -10.1067
H -1.2558 -0.5533 -9.7265
H -0.6032 0.4342 -7.5732
O 7.2577 3.1485 -3.4672
C 6.8289 3.0514 -2.3725
O 7.1179 3.8913 -1.3456
C 6.3016 3.5243 -0.2304
C 5.9821 2.0814 -0.5424
F 4.7481 1.7258 -0.0881
O 5.9759 2.0651 -1.9533
H 5.4022 4.1420 -0.2160
H 6.8396 3.6516 0.7053
H 6.7175 1.3639 -0.1744
O 5.8917 2.4877 6.7358
C 4.8903 2.0075 6.3331
O 3.6855 2.0908 6.9513
C 2.7066 1.5113 6.0835
C 3.5476 0.5968 5.2260
F 3.0509 0.4845 3.9678
O 4.7861 1.2808 5.1788
H 2.2288 2.2997 5.4980
H 1.9482 0.9768 6.6514
H 3.6981 -0.4018 5.6403
```

As for the SMILES: CCN(CC)C(=S)SCCCO[P@](=O)(O)OC[C@H]1CO1.O=C1OC[C@@H](F)O1.O=C1OC[C@@H](F)O1.O=C1OC[C@@H](F)O1.O=C1OC[C@@H](F)O1.O=C1OC[C@@H](F)O1.O=C1OC[C@@H](F)O1. The total energy comes out at -126569.6787 eV.


[4]
The following is a DFT calculation (the ωB97M-V functional and the def2-TZVPD basis) of a structure of composition C31H39AsBI2N7O4Sc.

```
86
Properties=species:S:1:pos:R:3
Sc -0.5849 0.6517 -0.0124
C -0.8590 -3.0460 -0.9913
C -1.6608 -2.5264 0.1514
C -2.5921 -3.2395 0.8981
C -3.0674 -2.3525 1.8469
C -4.0910 -2.5813 2.9073
N -2.4378 -1.1823 1.6654
N -1.5650 -1.2735 0.6145
B -2.6039 0.1222 2.4766
N -3.1705 1.2210 1.5506
N -2.5272 1.5627 0.3975
C -3.2835 2.4765 -0.2231
C -2.9068 3.0572 -1.5436
C -4.4203 2.7287 0.5368
C -4.3151 1.9129 1.6524
C -5.2515 1.7799 2.8049
N -1.2312 0.5545 3.0290
N -0.1945 0.8309 2.1890
C 0.8505 1.1656 2.9506
C 2.1479 1.5971 2.3588
C 0.5006 1.0673 4.2941
C -0.8297 0.6817 4.3041
C -1.7261 0.4425 5.4707
H -1.2437 -4.0166 -1.2985
H 0.1873 -3.1844 -0.7128
H -0.9047 -2.3741 -1.8457
H -2.8854 -4.2667 0.7651
H -4.4529 -3.6051 2.8465
H -4.9422 -1.9108 2.7893
H -3.6768 -2.4225 3.9027
H -3.3578 -0.0612 3.3789
H -1.8284 3.0419 -1.6938
H -3.2415 4.0908 -1.6127
H -3.3794 2.5008 -2.3559
H -5.2168 3.4169 0.3112
H -6.0947 2.4529 2.6684
H -4.7595 2.0317 3.7444
H -5.6354 0.7635 2.8908
H 2.0560 1.7531 1.2838
H 2.9330 0.8617 2.5455
H 2.4691 2.5430 2.7959
H 1.1215 1.2747 5.1488
H -1.1851 0.6430 6.3926
H -2.0769 -0.5893 5.4972
H -2.6017 1.0908 5.4378
O -1.4123 0.0180 -1.9533
C -1.1805 0.3702 -3.1160
C -0.2320 1.3630 -3.5262
C -0.0774 1.6083 -4.8983
C 0.8230 2.5515 -5.3071
C 1.5847 3.2823 -4.3910
C 1.4412 3.0562 -3.0443
C 0.5326 2.0884 -2.5749
O 0.3951 1.8764 -1.2968
N 0.9918 2.8060 -6.7458
O 0.3019 2.1618 -7.5080
O 1.7870 3.6627 -7.0668
H -1.7488 -0.1213 -3.9179
H -0.6567 1.0631 -5.6323
H 2.2791 4.0221 -4.7637
H 2.0192 3.6186 -2.3225
I 0.0499 4.1436 0.7615
I -0.7674 4.8928 3.1688
C 2.0512 -1.4782 -2.3456
As 1.9469 -0.7589 -0.5370
C 3.5077 0.3965 -0.6857
C 2.6238 -2.2189 0.5913
C 3.8099 -2.9278 0.0121
C 5.1031 -2.4691 0.2495
C 6.1952 -3.1047 -0.3231
C 6.0086 -4.2098 -1.1410
C 4.7246 -4.6807 -1.3763
C 3.6345 -4.0431 -0.8033
H 3.0509 -1.8768 -2.5133
H 1.8697 -0.6583 -3.0418
H 1.3185 -2.2614 -2.5150
H 4.3065 -0.1456 -1.1891
H 3.8562 0.7123 0.2947
H 3.2339 1.2748 -1.2689
H 1.7894 -2.9016 0.7574
H 2.8546 -1.7600 1.5545
H 5.2593 -1.6158 0.8998
H 7.1944 -2.7410 -0.1228
H 6.8602 -4.7080 -1.5841
H 4.5718 -5.5502 -2.0020
H 2.6343 -4.4225 -0.9836
```

The charge is +1. For the energy above the lowest of the compared OMol25 structures with the same formula, charge and spin, the calculation gives 0.0673 eV.